[1]
The following is a DFT calculation (the ωB97M-V functional and the def2-TZVPD basis) of the molecule C3H8N4.

CARTESIAN COORDINATES (ANGSTROEM)
C (-0.29, -1.79, -0.47)
C (-1.24, -0.79, -1.03)
N (0.63, -0.62, 1.45)
N (0.21, 0.64, 1.04)
N (0.41, -1.62, 0.63)
C (1.01, 2.49, 0.01)
N (0.88, 1.22, 0.04)
H (0.01, 1.21, 1.87)
H (0.92, -2.43, 0.96)
H (-0.19, -2.75, -0.94)
H (-2.02, -0.56, -0.31)
H (-0.74, 0.14, -1.28)
H (-1.71, -1.19, -1.93)
H (0.64, 3.15, 0.79)
H (1.48, 2.92, -0.85)

Results
Energy above the lowest of the compared OMol25 structures with the same formula, charge and spin (eV): 4.960
Orbital gap (eV): 8.08
E_HOMO (eV): -7.1
Charge: 0

***

[2]
The following is a DFT calculation (the ωB97M-V functional and the def2-TZVPD basis) of a cluster of 3 separate species, C19H28Cl2O12S2 in total.

CARTESIAN COORDINATES (ANGSTROEM)
C (-4.24, 5.25, -0.54)
O (-3.31, 4.18, -0.39)
C (-3.91, 2.91, -0.61)
C (-3.53, 1.87, 0.49)
C (-2.00, 1.84, 0.83)
C (-1.25, 0.59, 0.22)
C (0.29, 0.97, 0.22)
C (1.26, -0.14, 0.75)
C (0.77, -0.89, 2.04)
C (1.70, -0.79, 3.25)
C (3.03, -0.80, 3.39)
C (4.04, -0.94, 2.28)
Cl (3.95, -2.36, 1.23)
C (4.96, 0.00, 2.08)
C (5.10, 1.26, 2.93)
Cl (6.10, -0.19, 0.71)
C (3.23, -0.69, 4.92)
O (4.14, -0.34, 5.55)
O (2.01, -1.06, 5.51)
C (0.99, -0.68, 4.63)
O (-0.11, -0.39, 4.89)
H (-5.13, 5.06, 0.10)
H (-3.73, 6.17, -0.18)
H (-4.56, 5.41, -1.60)
H (-5.02, 3.04, -0.63)
H (-3.57, 2.49, -1.59)
H (-3.89, 0.84, 0.27)
H (-4.05, 2.22, 1.42)
H (-1.78, 1.95, 1.92)
H (-1.51, 2.72, 0.35)
H (-1.62, 0.48, -0.84)
H (-1.50, -0.36, 0.73)
H (0.59, 1.17, -0.85)
H (0.47, 1.90, 0.79)
H (1.49, -0.87, -0.06)
H (2.23, 0.37, 0.98)
H (0.70, -1.98, 1.77)
H (-0.25, -0.61, 2.38)
H (4.19, 1.91, 2.89)
H (5.37, 1.04, 3.99)
H (5.93, 1.87, 2.51)
C (0.20, 2.08, -5.21)
C (-0.44, 0.91, -5.92)
O (-0.18, -0.22, -5.08)
S (-0.14, 0.27, -3.54)
O (-1.41, 0.01, -2.96)
O (1.07, -0.18, -2.96)
O (-0.03, 1.85, -3.82)
H (1.28, 2.10, -5.38)
H (-0.22, 3.04, -5.52)
H (-0.03, 0.75, -6.92)
H (-1.53, 1.03, -5.99)
C (-0.31, -5.69, -1.43)
C (-1.46, -5.78, -0.44)
O (-0.98, -5.13, 0.73)
S (0.03, -3.94, 0.31)
O (-0.70, -2.72, 0.30)
O (1.24, -4.11, 1.02)
O (0.26, -4.40, -1.22)
H (0.45, -6.44, -1.22)
H (-0.65, -5.80, -2.46)
H (-1.74, -6.81, -0.22)
H (-2.34, -5.23, -0.80)

Results
Orbital gap (eV): 8.82
E_HOMO (eV): -9.0
Charge: 0
SMILES: COCCCCCCCC1=C(/C(Cl)=C(\C)Cl)C(=O)OC1=O.O=S1(=O)OCCO1.O=S1(=O)OCCO1